1.
The following is a quantum chemistry calculation of a structure of composition C27H41N2OPb at a distorted geometry, from the Open Molecules 2025 dataset.

Summary:
- E_tot: -38930.7223 eV
- LUMO (spin up / spin down): -4.5 / -3.6 eV
- Orbital gap (spin up / spin down): 5.09 / 6.40 eV
- Total charge: +1
- Relative energy (zero: lowest compared OMol25 entry of this formula, charge and spin): 90.63 kJ/mol
- M: 616.84 g mol⁻¹

Positions of all 72 atoms, in Å:
C1 -2.158 1.305 0.483
C2 -2.297 0.056 1.176
C3 -2.545 -0.951 0.198
C4 -2.458 -0.352 -1.096
C5 -2.251 1.048 -0.920
Pb1 0.181 -0.028 0.162
C6 2.139 -0.471 -1.963
C7 2.292 0.779 -1.348
H1 3.103 0.902 -0.612
C8 1.375 1.808 -1.485
H2 0.708 1.903 -2.345
H3 1.302 2.597 -0.741
C9 3.024 -1.603 -1.586
H4 3.418 -1.505 -0.565
H5 2.493 -2.558 -1.626
H6 3.876 -1.672 -2.275
C10 1.173 -0.670 -3.074
H7 0.381 0.088 -3.115
H8 1.690 -0.649 -4.050
H9 0.672 -1.649 -3.014
C11 -2.179 -0.156 2.642
H10 -1.475 0.564 3.088
H11 -3.158 -0.037 3.139
H12 -1.806 -1.169 2.863
C12 -2.782 -2.378 0.508
H13 -2.115 -2.699 1.323
H14 -3.822 -2.566 0.828
H15 -2.571 -3.007 -0.366
C13 -2.555 -1.047 -2.399
H16 -2.115 -2.055 -2.357
H17 -3.611 -1.152 -2.703
H18 -2.027 -0.488 -3.187
C14 -2.161 2.058 -2.005
H19 -1.661 1.639 -2.892
H20 -3.166 2.390 -2.315
H21 -1.595 2.948 -1.689
C15 -1.949 2.626 1.116
H22 -1.435 3.300 0.417
H23 -2.901 3.094 1.421
H24 -1.316 2.510 2.006
C16 0.586 -2.361 0.337
C17 1.314 -2.676 1.447
C18 0.110 -3.304 -0.566
C19 1.570 -4.042 1.728
H25 1.673 -1.856 2.091
C20 0.352 -4.668 -0.274
H26 -0.428 -2.989 -1.461
C21 1.078 -5.015 0.858
H27 2.142 -4.302 2.616
H28 -0.054 -5.416 -0.953
H29 1.255 -6.060 1.079
C22 0.978 4.413 1.179
N1 1.975 3.582 1.832
C23 3.234 4.199 2.195
C24 3.337 4.073 3.686
C25 3.382 2.606 4.053
N2 2.431 1.849 3.275
C26 2.213 0.497 3.735
C27 1.661 2.354 2.275
O1 0.717 1.675 1.766
H30 0.058 4.460 1.780
H31 0.745 4.060 0.174
H32 1.386 5.427 1.120
H33 4.073 3.714 1.696
H34 3.201 5.210 1.819
H35 2.433 4.496 4.123
H36 4.204 4.615 4.067
H37 3.153 2.442 5.103
H38 4.387 2.208 3.901
H39 3.130 -0.080 3.546
H40 1.975 0.513 4.807
H41 1.362 0.109 3.161

Forces on the atoms, in the same order (eV/Å):
C 0.126 -0.569 0.500
C 0.029 -0.248 -0.942
C 0.357 0.871 0.396
C 0.291 0.939 0.637
C 0.325 -1.314 -0.336
Pb -2.229 -0.129 -0.195
C 0.828 0.948 0.038
C 0.564 -0.904 -0.431
H -0.487 -0.233 -0.090
C -0.157 1.046 -0.458
H 0.134 -0.194 0.451
H 0.391 -0.108 -0.350
C 0.503 -0.333 0.032
H -0.019 0.084 -0.285
H 0.058 0.111 -0.090
H -0.070 -0.037 0.070
C -0.573 -0.321 -0.336
H 0.210 -0.121 0.011
H -0.069 0.004 0.292
H 0.245 0.197 0.021
C -0.270 0.006 0.606
H -0.267 -0.183 -0.052
H 0.398 -0.077 0.006
H -0.172 0.286 0.010
C -0.110 -0.552 0.129
H -0.284 -0.083 -0.222
H 0.339 0.069 -0.139
H -0.161 0.043 0.272
C -0.264 -0.251 -0.566
H -0.230 0.236 -0.063
H 0.375 -0.062 -0.065
H -0.257 -0.207 0.182
C -0.029 0.331 -0.331
H -0.211 0.171 0.182
H 0.353 -0.034 0.024
H -0.208 -0.227 -0.123
C -0.030 0.394 0.242
H -0.257 -0.093 0.279
H 0.237 -0.132 -0.156
H -0.379 0.172 -0.269
C -0.450 0.324 -0.855
C 0.459 -0.700 0.850
C 0.344 -0.715 0.525
C -0.141 0.849 -0.267
H -0.029 -0.714 -0.055
C -0.379 1.111 -0.640
H 0.058 -0.284 0.229
C 0.129 0.069 0.405
H -0.108 -0.096 -0.191
H 0.216 0.023 0.225
H 0.009 0.037 -0.021
C -0.315 0.184 0.182
N -0.207 0.266 -0.827
C -0.105 -0.342 0.057
C 0.233 0.395 0.606
C 0.522 0.329 -0.028
N -0.550 -0.125 -0.459
C -0.133 -0.050 -0.358
C 0.137 -0.800 0.215
O 0.997 1.073 0.958
H 0.226 -0.064 -0.301
H -0.135 0.203 0.097
H -0.186 -0.255 -0.127
H 0.094 -0.205 -0.069
H 0.134 0.326 0.227
H 0.045 0.282 0.072
H -0.030 -0.150 0.163
H -0.062 0.149 0.221
H 0.083 -0.111 -0.137
H -0.317 -0.141 0.212
H 0.067 -0.191 -0.241
H 0.364 -0.173 0.452

***

2.
The following is a quantum chemistry calculation of an isolated molecule of CH2O2S2 at a distorted geometry, from the Open Molecules 2025 dataset.

Summary:
- E_tot: -26831.1474 eV
- LUMO: -0.1 eV
- Orbital gap: 9.22 eV
- Total charge: 0
- Relative energy (zero: lowest compared OMol25 entry of this formula, charge and spin): 280.39 kJ/mol
- M: 110.16 g mol⁻¹
- SMILES string: OOC(=S)S

Positions of all 7 atoms, in Å:
C1 0.183 0.356 -0.099
O1 -0.690 -1.319 1.263
O2 0.262 -0.986 0.205
S1 1.731 0.641 -0.889
S2 -0.978 1.435 0.162
H1 1.009 1.472 -1.595
H2 -1.518 -1.599 0.953

Forces on the atoms, in the same order (eV/Å):
C 0.606 -1.239 0.345
O 3.331 0.897 1.582
O -2.159 0.452 0.885
S -0.108 -0.232 0.074
S -0.179 -0.360 0.108
H 0.320 0.990 -0.885
H -1.812 -0.507 -2.109

***

3.
The following is a quantum chemistry calculation of a structure of composition C29H33CrN14O7PSSe, from the Open Molecules 2025 dataset.

Summary:
- Expectation value of S²: 3.77
- E_tot: -179691.5570 eV
- LUMO (spin up / spin down): -2.8 / -3.0 eV
- Orbital gap (spin up / spin down): 7.10 / 7.04 eV
- Total charge: +1
- Relative energy (zero: lowest compared OMol25 entry of this formula, charge and spin): 0.00 kJ/mol
- M: 883.67 g mol⁻¹
- 2S+1: 4

Positions of all 87 atoms, in Å:
Cr1 -0.116 2.045 -0.131
N1 1.549 5.536 -2.867
C1 1.104 4.528 -2.082
S1 -0.239 5.022 -1.109
N2 1.737 3.386 -2.247
N3 1.294 2.277 -1.610
C2 1.877 1.184 -1.953
C3 1.536 -0.053 -1.243
C4 2.107 -1.272 -1.578
C5 1.735 -2.398 -0.870
C6 0.798 -2.278 0.150
C7 0.279 -1.028 0.425
N4 0.642 0.065 -0.249
H1 1.367 6.491 -2.611
H2 2.325 5.344 -3.476
H3 2.620 1.182 -2.742
H4 2.795 -1.317 -2.408
H5 2.158 -3.363 -1.111
H6 0.473 -3.143 0.712
H7 -0.446 -0.889 1.218
C8 -4.366 0.144 2.814
N5 -3.244 0.993 2.414
C9 -2.445 0.833 1.372
N6 -1.463 1.723 1.433
C10 -1.760 2.455 2.546
N7 -2.822 2.029 3.179
C11 -4.018 -1.307 2.583
C12 -4.902 -2.177 1.962
C13 -4.538 -3.502 1.740
C14 -3.280 -3.956 2.091
C15 -2.383 -3.079 2.699
C16 -2.767 -1.773 2.969
C17 -1.009 -3.496 2.978
N8 -0.456 -4.649 2.837
N9 0.895 -4.477 3.131
C18 1.049 -3.234 3.426
O1 -0.117 -2.543 3.357
C19 2.275 -2.493 3.719
C20 3.503 -3.150 3.774
C21 4.656 -2.416 3.983
C22 4.599 -1.032 4.122
C23 3.378 -0.376 4.075
C24 3.285 1.126 4.199
N10 2.794 1.739 2.966
C25 1.544 1.815 2.531
N11 1.524 2.300 1.300
C26 2.845 2.512 1.030
N12 3.644 2.180 2.014
C27 2.218 -1.117 3.886
H8 -5.258 0.434 2.261
H9 -4.529 0.353 3.870
H10 -2.603 0.119 0.578
H11 -1.184 3.308 2.863
H12 -5.872 -1.821 1.640
H13 -5.236 -4.175 1.261
H14 -2.972 -4.973 1.886
H15 -2.069 -1.105 3.460
H16 3.537 -4.224 3.647
H17 5.613 -2.919 4.027
H18 5.511 -0.465 4.264
H19 4.255 1.571 4.402
H20 2.598 1.407 4.998
H21 0.685 1.521 3.112
H22 3.205 2.932 0.105
H23 1.254 -0.625 3.857
O2 -1.440 1.529 -1.335
Se1 -3.052 2.469 -1.418
O3 -4.007 1.130 -1.622
O4 -0.541 3.881 -0.042
O5 -2.848 3.150 -2.893
N13 1.111 0.195 -7.473
C28 0.012 -0.676 -6.931
P1 -0.015 -0.058 -5.170
O6 -0.014 1.419 -5.434
O7 1.091 -0.769 -4.469
C29 -1.667 -0.477 -4.514
N14 -2.189 0.585 -3.637
H24 1.208 0.185 -8.484
H25 1.999 -0.065 -7.040
H26 0.882 1.146 -7.098
H27 0.266 -1.721 -7.077
H28 -0.893 -0.411 -7.473
H29 -1.681 -1.434 -3.996
H30 -2.331 -0.548 -5.379
H31 -3.209 0.571 -3.459
H32 -1.991 1.530 -4.016
H33 -1.859 0.645 -2.619

Forces on the atoms, in the same order (eV/Å):
Cr 0.106 -0.053 0.116
N -0.015 0.127 0.085
C 0.097 -0.183 -0.032
S -0.144 -0.193 0.048
N 0.036 0.150 -0.048
N 0.002 -0.078 -0.029
C -0.084 -0.185 0.138
C 0.033 0.217 -0.173
C -0.008 0.054 -0.075
C -0.034 -0.030 0.038
C 0.049 -0.033 -0.042
C 0.031 0.095 0.037
N -0.132 -0.093 0.010
H 0.000 0.006 -0.033
H -0.015 -0.053 -0.027
H -0.021 0.009 -0.012
H 0.013 -0.039 -0.012
H 0.000 -0.001 -0.007
H 0.002 0.003 -0.006
H -0.009 -0.001 -0.004
C -0.010 0.009 0.001
N -0.046 0.096 0.135
C 0.053 -0.086 -0.149
N -0.167 0.118 -0.013
C 0.078 -0.038 0.002
N 0.016 -0.084 -0.047
C 0.014 -0.028 0.006
C 0.000 0.004 0.026
C 0.003 -0.021 -0.008
C 0.003 -0.020 0.006
C 0.020 0.012 0.011
C 0.031 0.005 -0.008
C -0.035 -0.020 -0.003
N 0.088 0.022 0.011
N -0.073 0.005 -0.007
C 0.084 -0.023 -0.003
O -0.050 0.040 0.026
C -0.032 -0.014 -0.004
C -0.020 0.001 -0.012
C 0.014 0.006 0.004
C -0.006 -0.022 -0.006
C -0.018 -0.010 -0.023
C -0.014 -0.016 -0.001
N 0.135 0.025 0.069
C -0.129 0.005 -0.034
N 0.030 -0.103 -0.058
C -0.014 0.082 0.009
N -0.079 -0.050 0.005
C -0.001 0.006 -0.017
H 0.009 -0.008 -0.026
H -0.021 0.032 -0.002
H -0.012 0.006 -0.004
H -0.014 0.004 0.000
H 0.006 -0.003 -0.002
H 0.002 0.005 0.001
H -0.011 0.002 -0.002
H -0.005 0.004 -0.003
H 0.007 0.004 0.002
H -0.003 0.000 0.001
H -0.001 -0.004 -0.001
H -0.001 0.013 0.006
H 0.014 0.024 0.006
H 0.015 -0.011 -0.004
H -0.018 -0.013 -0.004
H 0.002 -0.001 0.004
O -0.173 0.141 0.442
Se -0.039 0.022 -0.302
O 0.141 0.059 0.097
O 0.155 0.245 -0.023
O -0.023 -0.084 0.147
N 0.077 0.116 0.052
C -0.123 -0.019 -0.066
P 0.210 -0.050 0.224
O 0.130 0.068 0.057
O -0.075 0.166 0.011
C -0.388 -0.226 -0.039
N -0.307 0.415 0.049
H -0.044 0.005 -0.019
H 0.018 -0.055 -0.036
H -0.035 -0.042 0.026
H 0.044 0.003 0.034
H -0.006 -0.057 -0.011
H 0.085 0.014 0.017
H -0.051 -0.058 0.057
H 0.088 -0.106 -0.161
H -0.098 -0.135 0.239
H 0.664 -0.096 -0.659

***

4.
The following is a quantum chemistry calculation of a cluster of 4 separate species, C16H31BF5N2O8S2 in total at a distorted geometry, from the Open Molecules 2025 dataset.

Summary:
- E_tot: -72384.0385 eV
- LUMO: 2.3 eV
- Orbital gap: 8.25 eV
- Total charge: -1
- M: 549.37 g mol⁻¹

Positions of all 65 atoms, in Å:
C1 9.012 -2.306 1.054
N1 7.500 -2.573 0.890
C2 7.280 -3.385 -0.367
B1 6.892 -1.185 0.816
O1 7.548 -0.119 1.652
S1 5.376 -0.675 -0.176
O2 5.600 -0.897 -1.720
O3 5.213 0.886 -0.022
N2 4.024 -1.585 0.454
S2 2.540 -1.253 -0.404
O4 2.349 -2.308 -1.532
O5 2.384 0.203 -0.901
C3 1.135 -1.565 0.852
F1 0.246 -0.362 0.808
F2 1.649 -1.704 2.249
C4 0.214 -2.865 0.457
F3 -0.537 -2.620 -0.800
F4 0.978 -4.160 0.438
F5 -0.801 -3.012 1.552
H1 9.238 -2.049 2.197
H2 9.371 -1.433 0.324
H3 9.653 -3.254 0.722
H4 6.174 -3.390 -0.765
H5 7.518 -4.518 -0.078
H6 8.074 -3.124 -1.218
H7 7.326 -0.419 2.604
C5 -2.888 -1.547 4.677
C6 -1.531 -2.176 4.491
C7 -1.030 -2.275 5.915
O6 -2.183 -2.443 6.751
C8 -3.356 -2.179 5.969
H8 -3.572 -1.724 3.843
H9 -2.779 -0.463 4.808
H10 -1.644 -3.180 4.064
H11 -0.865 -1.601 3.842
H12 -0.525 -1.353 6.223
H13 -0.344 -3.114 6.061
H14 -3.856 -3.136 5.784
H15 -4.036 -1.532 6.531
C9 -2.106 1.083 -0.863
C10 -1.080 2.124 -1.231
C11 -1.927 3.179 -1.907
O7 -3.226 3.123 -1.300
C12 -3.304 1.933 -0.503
H16 -1.791 0.423 -0.051
H17 -2.336 0.464 -1.739
H18 -0.627 2.536 -0.321
H19 -0.279 1.746 -1.870
H20 -2.048 2.968 -2.975
H21 -1.513 4.185 -1.796
H22 -3.274 2.234 0.550
H23 -4.253 1.424 -0.693
C13 -5.297 3.508 -3.846
C14 -4.638 3.020 -5.110
C15 -5.564 3.561 -6.178
O8 -6.128 4.775 -5.664
C16 -5.824 4.863 -4.265
H24 -4.619 3.561 -2.990
H25 -6.131 2.847 -3.583
H26 -3.646 3.475 -5.211
H27 -4.523 1.934 -5.156
H28 -6.389 2.868 -6.378
H29 -5.045 3.765 -7.119
H30 -5.064 5.641 -4.137
H31 -6.720 5.155 -3.711

Forces on the atoms, in the same order (eV/Å):
C 1.251 -0.395 0.179
N 0.491 3.361 -2.519
C 0.340 -2.397 -0.467
B 2.427 -0.828 3.080
O -2.542 -3.023 0.168
S -3.697 5.327 -5.345
O -0.006 -0.607 4.938
O 0.803 -5.187 0.688
N -0.740 1.366 -1.440
S 3.246 1.441 -5.414
O -0.143 3.085 4.419
O -0.024 -4.888 2.284
C -1.001 1.178 2.380
F 2.528 -3.885 0.405
F -1.933 0.302 -4.302
C -1.701 -1.572 0.437
F 2.734 -1.196 4.469
F -2.886 4.785 -0.175
F 3.006 0.266 -3.612
H -0.356 -0.505 -2.763
H -0.702 -1.771 1.810
H -1.631 1.811 0.918
H 2.305 0.461 0.847
H -0.492 2.284 -0.623
H -1.965 -0.232 1.717
H 0.662 0.833 -2.092
C -0.306 0.537 -0.138
C 0.344 -0.367 -0.407
C 0.248 0.104 0.308
O -0.119 0.085 -0.273
C -0.138 -0.273 0.291
H 0.064 0.020 0.102
H -0.061 -0.100 -0.037
H 0.077 0.140 0.017
H -0.065 -0.124 0.097
H 0.092 -0.024 -0.057
H -0.110 0.072 0.086
H -0.102 0.037 -0.040
H 0.093 -0.088 0.072
C -0.191 -0.605 -0.093
C 0.604 0.215 0.145
C -0.059 0.208 -0.258
O 0.152 -0.151 0.113
C -0.228 0.158 0.248
H -0.078 0.116 -0.162
H 0.016 0.008 0.115
H 0.023 -0.063 -0.148
H -0.067 0.053 0.150
H 0.085 0.021 -0.073
H -0.151 -0.044 -0.006
H -0.035 -0.088 0.036
H -0.011 0.147 -0.027
C -0.205 -0.146 0.608
C 0.530 -0.136 -0.221
C -0.292 0.065 -0.293
O 0.139 -0.220 0.067
C 0.012 0.339 -0.042
H -0.152 -0.032 -0.098
H 0.059 0.065 0.008
H -0.076 -0.092 -0.016
H -0.006 0.121 -0.021
H 0.046 -0.086 -0.061
H -0.123 0.081 0.052
H -0.014 0.000 0.112
H 0.026 0.034 -0.143

***

5.
The following is a quantum chemistry calculation of a cluster of 2 separate species, C6H12 in total at a distorted geometry, from the Open Molecules 2025 dataset.

Summary:
- Expectation value of S²: 0.75
- E_tot: -6404.9105 eV
- LUMO (spin up / spin down): -5.4 / -9.2 eV
- Orbital gap (spin up / spin down): 6.94 / 2.72 eV
- Total charge: +1
- Relative energy (zero: lowest compared OMol25 entry of this formula, charge and spin): 273.93 kJ/mol
- M: 84.16 g mol⁻¹
- 2S+1: 2

Positions of all 18 atoms, in Å:
C1 2.197 1.508 2.242
C2 2.599 1.056 0.900
C3 2.414 1.755 -0.298
H1 1.263 2.037 2.407
H2 1.977 0.527 2.713
H3 3.088 1.919 2.726
H4 3.390 0.313 0.995
H5 2.659 1.319 -1.259
H6 2.029 2.769 -0.299
C4 -2.938 -2.131 -0.157
C5 -2.407 -1.673 -1.484
C6 -1.794 -0.482 -1.575
H7 -3.383 -3.121 -0.050
H8 -2.076 -2.242 0.510
H9 -3.625 -1.379 0.219
H10 -2.322 -2.284 -2.375
H11 -1.574 -0.074 -2.554
H12 -1.630 0.143 -0.702

Forces on the atoms, in the same order (eV/Å):
C -1.266 -1.930 -0.249
C 1.041 1.774 0.762
C -0.291 -0.494 -0.206
H 0.337 0.743 -0.546
H 0.476 0.334 0.543
H 0.012 0.017 0.209
H -0.306 -0.368 -0.723
H 0.056 -0.063 0.047
H -0.101 -0.048 0.134
C 0.575 -0.626 0.277
C 0.973 0.438 0.154
C -0.519 -0.179 -0.245
H -0.315 0.142 -0.749
H -0.078 0.464 0.220
H -0.008 -0.054 0.257
H -0.762 -0.221 0.079
H 0.455 -0.056 0.103
H -0.278 0.125 -0.067

***

6.
The following is a quantum chemistry calculation of the ion C5H12NO2 with charge +1 at a distorted geometry, from the Open Molecules 2025 dataset.

Summary:
- E_tot: -10957.4763 eV
- LUMO: -3.4 eV
- Orbital gap: 10.20 eV
- Total charge: +1
- Relative energy (zero: lowest compared OMol25 entry of this formula, charge and spin): 110.28 kJ/mol
- M: 118.16 g mol⁻¹
- SMILES string: [NH3+][C@@H](CO)CCC=O

Positions of all 20 atoms, in Å:
C1 -1.663 -0.521 -0.963
O1 -2.479 -1.549 -0.404
C2 -0.313 -0.448 -0.181
C3 0.154 0.959 0.041
C4 1.579 1.056 0.643
C5 2.590 1.158 -0.494
O2 2.496 0.490 -1.485
N1 -0.589 -1.169 1.127
H1 -1.607 -0.680 -2.031
H2 -2.094 0.454 -0.743
H3 -3.148 -1.800 -1.040
H4 0.444 -1.029 -0.653
H5 -0.561 1.607 0.551
H6 0.219 1.322 -0.968
H7 1.679 1.907 1.316
H8 1.864 0.190 1.249
H9 3.432 1.851 -0.322
H10 -1.101 -0.489 1.692
H11 -1.181 -1.981 1.047
H12 0.280 -1.327 1.619

Forces on the atoms, in the same order (eV/Å):
C -0.174 0.355 0.858
O 0.470 0.103 0.216
C -1.425 -1.184 -0.301
C 0.744 -0.130 0.288
C -0.332 0.352 -0.245
C 0.306 -0.220 0.577
O -0.124 0.106 -0.108
N 0.357 1.941 0.587
H 0.668 0.241 -0.169
H -0.571 0.137 -0.369
H -0.227 -0.129 -0.111
H 0.696 -0.378 -0.510
H -0.131 -0.300 0.183
H -0.027 0.507 -0.544
H -0.052 0.080 -0.110
H -0.001 -0.084 -0.065
H 0.044 -0.035 -0.171
H -0.218 -0.210 0.260
H -0.216 -0.677 -0.408
H 0.212 -0.474 0.140